1.
The following is a DFT calculation (ωB97M-V/def2-TZVPD) of an isolated molecule of C5H9N3 in a non-equilibrium geometry.

Geometry (Å):
H 0.857 -0.192 1.932
N 0.236 0.614 1.803
C -0.320 0.479 0.637
C -1.250 1.574 0.170
N -0.318 -0.751 -0.082
C -1.512 -1.486 -0.465
N 0.878 -1.307 -0.418
C 1.724 -0.441 -0.506
C 2.885 0.149 -0.513
H -1.996 1.234 -0.549
H -0.653 2.355 -0.308
H -1.777 2.015 1.021
H -2.274 -1.426 0.319
H -1.294 -2.545 -0.638
H -1.934 -1.073 -1.385
H 3.046 1.032 0.095
H 3.700 -0.232 -1.114

Computed properties:
Orbital gap (spin up / spin down) in eV: 7.8423 / 7.8417
HOMO level (spin up / spin down) in eV: -7.61 / -7.61
LUMO level (spin up / spin down) in eV: 0.23 / 0.23
Charge: 0

2.
The following is a DFT calculation (ωB97M-V/def2-TZVPD) of an isolated molecule of C4H4N2O.

Geometry (Å):
N -0.612 -1.555 1.358
C -0.111 -0.708 0.474
C -0.851 0.535 0.490
C -0.325 1.380 -0.428
C 0.799 0.996 -1.237
N 1.428 -0.132 -1.207
O 0.919 -1.060 -0.262
H -0.327 -2.495 1.586
H -1.381 -1.013 1.761
H -0.752 2.371 -0.563
H 1.213 1.681 -1.971

Computed properties:
Orbital gap in eV: 8.4096
HOMO level in eV: -8.24
LUMO level in eV: 0.17
Charge: 0

3.
The following is a DFT calculation (ωB97M-V/def2-TZVPD) of a structure of composition C42H41BF4N4OP2PdS in a non-equilibrium geometry.

Geometry (Å):
Pd 0.047 -0.737 1.097
C 3.003 -0.863 4.702
C 2.067 -1.123 3.563
N 1.265 -0.008 3.007
N 1.318 1.019 3.669
C 0.439 2.090 3.144
O -0.654 1.762 2.761
C 0.998 3.430 3.204
C 2.306 3.657 3.639
C 2.811 4.946 3.632
C 2.014 5.998 3.203
C 0.708 5.774 2.772
C 0.197 4.493 2.768
C 1.284 -2.395 3.493
C 1.538 -3.445 4.346
C 0.828 -4.630 4.179
C -0.104 -4.699 3.165
C -0.297 -3.592 2.350
N 0.376 -2.451 2.500
H 3.204 0.199 4.793
H 3.937 -1.393 4.534
H 2.570 -1.224 5.634
H 2.927 2.837 3.973
H 3.823 5.131 3.965
H 2.410 7.005 3.207
H 0.095 6.604 2.447
H -0.816 4.294 2.440
H 2.282 -3.354 5.123
H 1.011 -5.473 4.830
H -0.685 -5.594 2.991
H -1.033 -3.627 1.559
C -0.365 1.726 -6.123
S -1.501 0.351 -6.379
C -1.500 -0.364 -4.720
C -2.222 0.480 -3.678
C -2.469 -0.250 -2.367
N -1.264 -0.410 -1.525
P -0.628 0.745 -0.451
C -1.984 1.838 -0.029
C -2.939 1.444 0.908
C -4.049 2.233 1.134
C -4.209 3.424 0.431
C -3.257 3.826 -0.494
C -2.141 3.034 -0.728
C 0.660 1.699 -1.243
C 1.290 2.711 -0.521
C 2.308 3.443 -1.104
C 2.703 3.165 -2.408
C 2.080 2.155 -3.126
C 1.058 1.418 -2.546
P -0.717 -1.770 -0.703
C 0.592 -2.586 -1.607
C 0.404 -2.921 -2.950
C 1.441 -3.493 -3.668
C 2.665 -3.727 -3.049
C 2.857 -3.389 -1.718
C 1.822 -2.816 -0.994
C -2.106 -2.888 -0.490
C -2.146 -4.133 -1.113
C -3.264 -4.943 -0.962
C -4.334 -4.513 -0.191
C -4.294 -3.273 0.439
C -3.184 -2.462 0.293
H -0.196 2.178 -7.098
H 0.591 1.370 -5.738
H -0.778 2.485 -5.459
H -0.467 -0.585 -4.437
H -2.012 -1.325 -4.823
H -3.192 0.769 -4.088
H -1.684 1.412 -3.480
H -2.862 -1.251 -2.560
H -3.216 0.278 -1.770
H -2.787 0.538 1.487
H -4.787 1.936 1.867
H -5.077 4.043 0.613
H -3.383 4.754 -1.035
H -1.395 3.345 -1.448
H 0.989 2.933 0.494
H 2.798 4.225 -0.539
H 3.502 3.735 -2.863
H 2.394 1.937 -4.138
H 0.587 0.615 -3.097
H -0.545 -2.733 -3.438
H 1.299 -3.752 -4.708
H 3.475 -4.167 -3.614
H 3.816 -3.553 -1.247
H 1.985 -2.520 0.036
H -1.309 -4.476 -1.707
H -3.298 -5.908 -1.450
H -5.204 -5.146 -0.078
H -5.130 -2.943 1.042
H -3.149 -1.496 0.785
F 2.925 -1.233 2.339
B 3.660 -0.108 1.404
F 4.675 -0.806 0.881
F 3.953 0.865 2.302
F 2.651 0.202 0.557

Computed properties:
Orbital gap in eV: 6.1012
HOMO level in eV: -12.44
LUMO level in eV: -6.34
Charge: +2

4.
The following is a DFT calculation (ωB97M-V/def2-TZVPD) of a structure of composition C10H43HgN8O14 in a non-equilibrium geometry.

Geometry (Å):
Hg 0.737 3.031 3.330
C -0.587 0.514 0.679
C 0.730 -0.003 1.335
O 1.141 0.892 2.349
H -0.358 1.443 0.156
H -1.446 0.706 1.322
H -0.858 -0.207 -0.091
H 1.479 -0.294 0.598
H 0.363 -0.936 1.763
C -1.594 0.703 -3.096
C -1.164 2.161 -2.658
O -2.250 2.952 -2.240
O -2.171 0.805 -4.376
H -2.368 0.297 -2.444
H -0.740 0.038 -3.223
H -0.690 2.672 -3.496
H -0.422 2.082 -1.864
H -2.564 3.340 -3.060
H -2.736 1.580 -4.418
C -6.022 -1.697 1.656
C -4.605 -2.443 1.407
O -3.635 -1.584 0.915
O -6.610 -1.294 0.483
H -5.758 -0.922 2.376
H -6.703 -2.406 2.125
H -4.583 -3.240 0.665
H -4.250 -2.856 2.351
H -2.907 -1.565 1.542
H -5.979 -0.932 -0.143
C 2.088 -0.160 -3.406
O 1.885 0.226 -2.300
N 2.598 -1.304 -3.698
N 1.947 0.598 -4.487
H 2.737 -1.898 -2.893
H 2.787 -1.599 -4.645
H 1.836 1.595 -4.367
H 2.091 0.124 -5.367
C 3.659 3.214 -1.528
O 3.877 4.397 -1.308
N 4.348 2.586 -2.395
N 2.665 2.569 -1.052
H 4.348 1.585 -2.529
H 4.777 3.198 -3.075
H 2.430 1.649 -1.397
H 1.990 3.053 -0.477
C 4.713 0.715 3.322
O 5.862 0.852 3.670
N 3.817 -0.061 3.846
N 4.166 1.310 2.274
H 2.854 0.050 3.562
H 4.021 -0.448 4.757
H 4.694 1.960 1.710
H 3.190 1.100 2.120
C -1.168 -3.267 -1.714
O -1.051 -3.932 -2.684
N -2.014 -2.287 -1.611
N -0.535 -3.342 -0.549
H -2.368 -1.988 -0.714
H -2.528 -2.097 -2.460
H 0.143 -4.047 -0.301
H -0.713 -2.688 0.201
O -3.919 2.121 2.886
H -4.624 2.759 2.992
H -3.719 2.137 1.950
O 3.673 -1.503 -0.074
H 3.047 -0.820 -0.313
H 3.292 -2.310 -0.421
O 3.036 -3.332 1.977
H 3.612 -3.086 2.702
H 3.102 -2.602 1.361
O -1.403 2.410 3.982
H -2.279 2.240 3.636
H -1.511 2.384 4.933
O -1.765 -1.795 2.985
H -2.174 -1.813 3.850
H -0.963 -1.288 3.108

Computed properties:
Orbital gap in eV: 3.2329
HOMO level in eV: -11.56
LUMO level in eV: -8.33
Charge: +1

5.
The following is a DFT calculation (ωB97M-V/def2-TZVPD) of a structure of composition H4NO2SSi in a non-equilibrium geometry.

Geometry (Å):
N -0.723 -1.751 -0.751
O 0.890 0.107 0.584
O -1.172 -2.269 1.528
Si 0.394 1.486 0.136
S -0.090 -1.924 0.604
H -0.120 -1.543 -1.535
H -0.923 1.619 0.531
H 1.487 2.408 0.341
H 0.256 1.868 -1.437

Computed properties:
Orbital gap in eV: 8.4698
HOMO level in eV: -4.61
LUMO level in eV: 3.86
Charge: -1

6.
The following is a DFT calculation (ωB97M-V/def2-TZVPD) of a cluster of 2 separate species, C2H10N3 in total in a non-equilibrium geometry.

Geometry (Å):
N -0.187 -1.155 1.627
H -0.878 -0.415 1.394
H -0.709 -2.026 1.681
H 0.535 -1.066 0.789
H 0.259 -0.905 2.506
C -0.526 0.924 -1.123
C 0.787 0.585 -1.163
N 1.288 -0.651 -0.602
N -1.276 1.064 0.095
H -1.003 1.283 -2.032
H 1.442 1.163 -1.805
H 2.300 -0.621 -0.506
H 1.081 -1.385 -1.267
H -2.211 1.339 -0.176
H -0.902 1.865 0.582

Computed properties:
Orbital gap in eV: 8.9753
HOMO level in eV: -12.35
LUMO level in eV: -3.37
Charge: +1

7.
The following is a DFT calculation (ωB97M-V/def2-TZVPD) of an isolated molecule of CH3NO3 in a non-equilibrium geometry.

Geometry (Å):
C -0.043 0.258 -0.520
N 0.113 -1.077 0.123
O -0.731 0.977 0.514
O 1.210 -1.389 0.615
O -0.194 2.036 0.984
H 0.953 0.674 -0.933
H -0.682 0.062 -1.306
H -0.627 -1.541 0.524

Computed properties:
Orbital gap (spin up / spin down) in eV: 10.4919 / 8.2931
HOMO level (spin up / spin down) in eV: -10.21 / -9.01
LUMO level (spin up / spin down) in eV: 0.29 / -0.72
Charge: 0

8.
The following is a DFT calculation (ωB97M-V/def2-TZVPD) of a cluster of 10 separate species, C66H146N6O10 in total in a non-equilibrium geometry.

Geometry (Å):
C 22.130 -9.541 23.966
C 20.700 -9.101 24.393
C 19.613 -10.075 23.948
C 20.656 -9.162 25.903
C 21.389 -7.953 26.567
C 20.777 -6.620 26.131
C 20.664 -6.530 24.589
C 19.569 -5.403 24.506
C 22.030 -6.116 24.004
N 20.194 -7.769 23.939
O 20.079 -7.680 22.536
H 22.955 -9.027 24.459
H 22.124 -10.597 24.235
H 22.145 -9.544 22.876
H 19.343 -10.032 22.893
H 20.117 -11.024 24.132
H 18.606 -10.055 24.363
H 19.648 -9.264 26.304
H 21.345 -9.893 26.325
H 21.174 -8.035 27.632
H 22.475 -7.927 26.652
H 21.584 -5.973 26.474
H 19.885 -6.320 26.680
H 19.856 -4.558 25.132
H 18.658 -5.687 25.033
H 19.253 -5.087 23.512
H 22.299 -5.113 24.336
H 21.937 -6.143 22.919
H 22.796 -6.780 24.406
H 19.140 -7.783 22.361
C 27.668 -8.748 16.241
C 26.270 -9.171 15.877
C 25.680 -8.060 15.020
C 26.450 -10.514 15.092
C 25.056 -11.246 14.908
C 24.506 -11.549 16.340
C 24.416 -10.309 17.213
C 23.007 -9.736 16.802
C 24.331 -10.984 18.672
N 25.585 -9.423 17.148
O 25.471 -8.303 18.032
H 27.784 -8.161 17.153
H 28.323 -9.595 16.445
H 28.282 -8.150 15.568
H 26.350 -7.802 14.200
H 24.787 -8.480 14.557
H 25.593 -7.176 15.652
H 26.886 -10.212 14.139
H 27.126 -11.138 15.676
H 24.463 -10.561 14.303
H 25.347 -12.125 14.333
H 25.070 -12.352 16.814
H 23.491 -11.893 16.144
H 22.078 -10.306 16.812
H 23.079 -9.283 15.812
H 22.893 -8.820 17.381
H 25.343 -11.057 19.072
H 23.746 -11.904 18.677
H 23.844 -10.247 19.310
H 26.190 -8.479 18.643
C 22.764 -5.606 17.902
C 22.955 -4.169 18.319
C 22.860 -3.158 17.092
C 21.870 -3.867 19.494
C 22.167 -2.714 20.433
C 23.475 -2.965 21.054
C 24.657 -3.222 20.094
C 25.124 -1.820 19.582
C 25.819 -3.889 20.985
N 24.298 -4.118 18.947
O 25.321 -4.447 18.141
H 23.194 -5.816 16.923
H 23.056 -6.345 18.648
H 21.701 -5.663 17.666
H 23.076 -3.855 16.282
H 21.994 -2.506 16.980
H 23.730 -2.501 17.083
H 20.990 -3.600 18.908
H 21.610 -4.821 19.954
H 22.230 -1.837 19.788
H 21.501 -2.449 21.254
H 23.432 -3.752 21.808
H 23.782 -2.085 21.618
H 25.782 -1.780 18.714
H 25.736 -1.303 20.321
H 24.264 -1.181 19.382
H 25.653 -4.903 21.348
H 26.169 -3.303 21.835
H 26.644 -4.137 20.316
H 25.316 -5.392 18.312
C 33.053 -5.945 16.134
C 32.060 -6.964 16.585
C 32.292 -8.273 15.917
C 32.210 -7.155 18.140
C 31.838 -5.938 19.009
C 30.415 -5.425 18.736
C 30.076 -5.367 17.194
C 28.513 -5.190 17.109
C 30.694 -3.987 16.772
N 30.618 -6.538 16.433
O 30.252 -6.492 15.046
H 32.609 -5.419 15.290
H 33.623 -5.389 16.878
H 33.861 -6.550 15.723
H 32.452 -8.152 14.846
H 33.262 -8.635 16.255
H 31.635 -9.125 16.092
H 31.645 -7.981 18.572
H 33.236 -7.496 18.273
H 32.163 -6.056 20.043
H 32.403 -5.076 18.657
H 30.363 -4.449 19.219
H 29.751 -6.154 19.200
H 27.982 -5.890 17.753
H 28.180 -5.464 16.108
H 27.975 -4.242 17.122
H 30.394 -3.855 15.733
H 31.782 -4.012 16.839
H 30.482 -3.111 17.385
H 29.938 -7.390 14.919
C 24.559 -2.260 29.156
C 24.763 -3.143 27.898
C 24.434 -4.594 28.314
C 23.790 -2.675 26.732
C 24.121 -3.108 25.296
C 25.581 -2.697 25.045
C 26.587 -3.380 25.976
C 26.790 -4.856 25.576
C 27.933 -2.702 25.695
N 26.166 -3.034 27.362
O 27.151 -3.187 28.395
H 23.536 -2.259 29.530
H 25.192 -2.580 29.984
H 24.895 -1.238 28.983
H 25.189 -5.134 27.743
H 24.399 -4.806 29.382
H 23.441 -4.905 27.986
H 22.805 -3.115 26.891
H 23.596 -1.602 26.703
H 24.052 -4.180 25.114
H 23.366 -2.610 24.687
H 25.690 -1.626 24.875
H 25.748 -3.021 24.017
H 27.567 -5.079 24.845
H 25.876 -5.417 25.381
H 27.137 -5.345 26.486
H 28.145 -2.636 24.628
H 28.786 -3.175 26.182
H 27.877 -1.668 26.037
H 27.595 -2.336 28.416
C 28.520 -14.162 20.662
C 28.795 -13.275 19.414
C 27.741 -13.587 18.249
C 28.485 -11.899 19.996
C 28.913 -10.784 19.031
C 30.408 -10.943 18.719
C 30.744 -12.290 18.011
C 30.494 -12.411 16.540
C 32.324 -12.425 18.212
N 30.217 -13.326 18.919
O 30.655 -14.591 18.657
H 28.818 -15.193 20.469
H 29.193 -13.984 21.501
H 27.473 -14.293 20.934
H 28.071 -14.467 17.698
H 26.797 -13.711 18.779
H 27.566 -12.807 17.508
H 27.462 -11.714 20.324
H 29.144 -11.684 20.837
H 28.330 -10.716 18.113
H 28.790 -9.852 19.582
H 31.018 -10.778 19.607
H 30.652 -10.109 18.060
H 30.960 -13.331 16.186
H 30.729 -11.503 15.983
H 29.446 -12.562 16.282
H 32.577 -12.672 19.243
H 32.856 -11.541 17.862
H 32.807 -13.219 17.641
H 30.676 -14.920 19.559
C 29.971 -7.638 25.647
C 30.472 -6.309 26.107
C 31.667 -6.473 27.055
O 30.954 -5.537 25.057
H 30.713 -8.304 25.206
H 29.239 -7.404 24.874
H 29.556 -8.306 26.402
H 29.758 -5.794 26.750
H 31.894 -5.462 27.392
H 32.601 -6.700 26.542
H 31.470 -7.103 27.922
H 31.316 -4.739 25.450
C 23.941 -13.326 22.259
C 24.007 -13.193 23.748
C 24.816 -14.350 24.308
O 24.626 -12.003 24.164
H 24.941 -13.315 21.826
H 23.366 -12.517 21.808
H 23.480 -14.257 21.930
H 23.024 -13.204 24.218
H 24.650 -14.320 25.384
H 25.889 -14.193 24.189
H 24.504 -15.273 23.821
H 24.306 -11.858 25.057
C 28.484 -12.178 24.077
C 28.700 -12.282 25.582
C 27.710 -11.352 26.309
O 28.024 -13.434 26.107
H 29.259 -12.684 23.502
H 28.555 -11.147 23.728
H 27.513 -12.505 23.705
H 29.745 -12.218 25.887
H 27.477 -11.465 27.368
H 26.768 -11.328 25.762
H 28.164 -10.362 26.261
H 27.143 -13.082 26.251
C 25.624 -9.613 21.959
C 26.297 -8.242 21.917
C 27.320 -8.078 22.996
O 27.110 -8.190 20.761
H 25.007 -9.780 21.076
H 24.965 -9.680 22.824
H 26.419 -10.349 22.080
H 25.770 -7.288 21.871
H 28.086 -8.853 23.028
H 26.740 -7.993 23.915
H 27.799 -7.099 22.969
H 27.702 -7.438 20.845

Computed properties:
Orbital gap in eV: 7.7957
HOMO level in eV: -7.55
LUMO level in eV: 0.25
Charge: 0

9.
The following is a DFT calculation (ωB97M-V/def2-TZVPD) of an isolated molecule of C2H3ClFNO in a non-equilibrium geometry.

Geometry (Å):
O 1.806 -1.567 0.381
N 0.710 -0.687 0.860
C 0.277 0.129 -0.103
C -0.956 0.800 -0.101
F -1.683 0.119 -1.116
Cl -0.816 2.302 -0.771
H 1.768 -2.087 1.368
H 0.501 -0.024 -1.288
H -1.608 1.014 0.769

Computed properties:
Orbital gap in eV: 10.8523
HOMO level in eV: -10.51
LUMO level in eV: 0.35
Charge: 0